This record from the OMol25 dataset describes a 10-piece molecular cluster, C30H78O20P2S6 overall in a non-equilibrium geometry. The level of theory is ωB97M-V with the def2-TZVPD basis set.

XYZ file:
```
136
Properties=species:S:1:pos:R:3:lowdin_charge:R:1
C 12.52597 -22.60616 -5.46918 -0.071
C 13.28612 -22.72198 -4.13769 -0.195
O 13.13985 -21.55331 -3.21184 -0.182
P 11.88002 -21.21428 -2.31882 0.404
O 12.34945 -20.44749 -1.19479 -0.212
O 10.74407 -20.59368 -3.29170 -0.174
C 10.50807 -19.18573 -3.15407 -0.297
C 9.72907 -18.67143 -4.35820 -0.080
O 11.21529 -22.66945 -2.05263 -0.200
C 10.15658 -22.77181 -1.10308 -0.269
C 9.94654 -24.28940 -0.82462 -0.061
H 11.48779 -22.47204 -5.49842 0.046
H 12.88298 -21.72954 -6.03463 0.082
H 12.66951 -23.54811 -6.03955 0.083
H 12.98730 -23.61716 -3.62214 0.081
H 14.36417 -22.75219 -4.40176 0.102
H 9.89771 -18.97216 -2.28341 0.112
H 11.43782 -18.58361 -3.08705 0.126
H 10.36086 -18.69410 -5.23345 0.066
H 8.85552 -19.33958 -4.54088 0.088
H 9.39496 -17.62423 -4.09474 0.098
H 10.42535 -22.26463 -0.13858 0.112
H 9.20345 -22.33186 -1.51082 0.130
H 10.94472 -24.71496 -0.58166 0.065
H 9.22869 -24.52314 -0.02905 0.080
H 9.53930 -24.63762 -1.77853 0.072
C 18.50759 -23.97166 2.32763 -0.077
C 18.97976 -23.70980 3.75929 -0.214
O 19.51560 -24.87399 4.41189 -0.157
P 18.62592 -26.09632 4.83805 0.443
O 17.79360 -26.74451 3.79415 -0.259
O 19.77785 -27.02960 5.45836 -0.157
C 19.67438 -28.44955 5.42269 -0.292
C 21.00938 -29.11565 5.36730 -0.082
O 17.79621 -25.48536 6.08200 -0.166
C 16.41684 -25.97892 6.06002 -0.247
C 15.52885 -25.21397 7.03554 -0.071
H 18.09586 -23.03549 1.94628 0.027
H 19.24700 -24.38171 1.60968 0.089
H 17.70424 -24.73596 2.32206 0.051
H 19.73257 -22.93121 3.82529 0.127
H 18.05904 -23.37903 4.19587 0.104
H 19.09769 -28.76476 6.29974 0.120
H 19.03825 -28.82876 4.55600 0.126
H 21.02163 -30.20108 5.48873 0.085
H 21.67184 -28.85820 4.57493 0.069
H 21.58753 -28.81406 6.24018 0.078
H 16.07310 -25.83342 5.04066 0.087
H 16.48073 -27.01521 6.25854 0.104
H 15.64392 -25.35247 8.15880 0.095
H 15.53549 -24.11681 6.97877 0.071
H 14.51426 -25.56497 6.88109 0.069
C 11.18257 -26.66324 2.92590 0.017
O 11.92134 -27.53055 1.95894 -0.012
C 11.16670 -28.38359 1.30222 -0.605
O 9.94470 -28.50778 1.26986 0.109
O 12.02105 -29.09154 0.55361 -0.029
C 11.51214 -29.98827 -0.38385 -0.060
H 10.31171 -26.24686 2.37140 0.101
H 11.78030 -25.79962 3.23066 0.072
H 10.86770 -27.25118 3.81498 0.105
H 12.42508 -30.37837 -0.87523 0.113
H 10.81125 -29.43091 -0.96497 0.087
H 10.99410 -30.79183 0.07607 0.086
C 14.11152 -23.54517 -0.23266 0.051
O 14.32972 -23.21579 1.23076 -0.015
C 13.21775 -23.48249 1.90660 -0.651
O 12.20733 -23.90353 1.42288 0.103
O 13.29270 -23.29117 3.23922 -0.038
C 14.56274 -22.91494 3.77656 -0.029
H 13.08556 -23.64360 -0.42468 0.051
H 14.66475 -24.49094 -0.45029 0.083
H 14.57698 -22.68190 -0.68846 0.064
H 15.28040 -23.70600 3.64181 0.072
H 14.35931 -22.84227 4.89966 0.119
H 14.90003 -21.97115 3.33123 0.092
C 12.16978 -17.93382 0.93408 -0.213
S 12.84008 -18.86838 2.37481 0.823
O 12.24943 -18.23459 3.56917 -0.567
C 12.03078 -20.47127 2.05462 -0.248
H 12.48290 -16.96594 1.17687 0.022
H 11.06244 -17.97818 0.97408 0.075
H 12.60078 -18.40082 0.11777 -0.010
H 10.97667 -20.41118 2.00841 0.040
H 12.29428 -21.25322 2.85368 0.073
H 12.40921 -20.79513 1.06014 0.027
C 18.52558 -20.07299 -0.19648 -0.229
S 17.14629 -21.09841 0.38396 0.807
O 17.09802 -21.02030 1.89431 -0.555
C 15.73991 -20.13872 -0.20983 -0.229
H 19.44008 -20.56722 0.06410 0.043
H 18.56552 -19.16132 0.33091 0.037
H 18.51414 -19.87939 -1.26021 0.050
H 16.00619 -19.09057 0.08348 0.078
H 14.92865 -20.53919 0.36077 0.014
H 15.64540 -20.22750 -1.28341 0.044
C 15.34860 -26.59155 1.87214 -0.175
S 15.86274 -27.61007 0.36498 0.880
O 15.84891 -26.60775 -0.76978 -0.585
C 17.50144 -27.84383 0.85083 -0.304
H 14.32390 -26.86890 2.04776 0.026
H 15.67193 -25.61389 1.64332 0.020
H 15.91736 -26.88104 2.75993 0.021
H 17.84771 -28.45355 0.07405 0.023
H 17.46233 -28.49060 1.71766 0.052
H 18.10332 -26.91826 1.06126 0.083
C 17.49500 -24.04024 -1.25749 -0.256
S 16.73732 -23.09801 -2.61888 0.763
O 17.18622 -21.69792 -2.56879 -0.540
C 17.57790 -23.90586 -3.88131 -0.286
H 16.86195 -23.76828 -0.42824 -0.011
H 18.46798 -23.53705 -1.21468 0.063
H 17.46570 -25.11907 -1.48431 0.048
H 17.04279 -24.82049 -3.97977 0.042
H 18.65240 -24.01943 -3.57480 0.081
H 17.44152 -23.24637 -4.78317 0.081
C 13.33310 -27.30190 -2.63018 -0.236
S 11.88903 -26.96789 -3.68788 0.802
O 12.28844 -25.95396 -4.65395 -0.541
C 11.93622 -28.60557 -4.46573 -0.256
H 12.97033 -27.98300 -1.97591 -0.020
H 13.70490 -26.38903 -2.07192 0.062
H 14.13243 -27.58821 -3.29699 0.057
H 12.88956 -28.82228 -4.91959 0.053
H 11.11539 -28.54392 -5.16341 0.039
H 11.61833 -29.40404 -3.78916 0.049
C 10.02263 -18.34942 5.79640 -0.319
S 9.03651 -18.92267 7.10267 0.787
O 7.62814 -18.93920 6.55670 -0.567
C 9.55401 -20.69056 7.28052 -0.252
H 9.77231 -18.83347 4.90649 0.020
H 11.09994 -18.48848 6.09149 0.078
H 9.64375 -17.34721 5.52660 0.072
H 9.23977 -21.19104 6.32779 0.068
H 9.03576 -20.99737 8.23002 0.055
H 10.58706 -20.84653 7.51364 0.027
```

Results
Strongest force on any atom: 4.1 eV Å⁻¹
Lowest unoccupied orbital energy: 0.232 eV
Total charge: 0
HOMO-LUMO gap: 0.313 Eh
E_tot: -156912.8660 eV